90
Properties=species:S:1:pos:R:3:forces:R:3:mulliken_spin:R:1 method="wB97M-V/def2-TZVPD" multiplicity=5 homo_ha="-0.10080 / -0.21769" de_lowest_kcal_mol=0.0 charge=-1
Fe -0.010 1.451 -0.056 -0.86 0.00 -0.11 3.468
O 1.752 4.600 -1.183 -0.21 -0.10 -0.02 0.000
S 1.363 3.567 -0.274 0.96 -0.01 0.03 0.000
O 2.107 3.474 0.967 -0.15 0.12 -0.18 0.004
O 1.464 2.154 -0.967 -0.06 0.37 0.18 0.007
O -0.134 3.551 0.019 1.27 -1.64 -1.17 -0.028
O -1.516 5.031 1.148 -2.07 1.30 0.99 0.000
C -2.820 4.820 0.666 0.77 0.38 0.21 0.033
N -3.738 4.338 1.685 -0.47 -0.07 -0.05 0.005
C -4.495 3.184 1.584 0.08 0.23 0.11 -0.062
O -5.650 3.154 1.990 0.03 -0.05 0.06 0.016
C -3.830 2.005 1.009 -0.08 -0.34 -0.11 -0.027
C -4.594 0.902 0.485 0.03 0.16 0.02 0.539
C -3.871 -0.191 0.011 0.11 0.04 -0.09 -0.220
C -2.498 -0.214 0.027 -0.13 0.14 0.03 0.382
N -1.758 0.871 0.530 0.36 -0.38 -0.18 0.274
C -2.474 1.922 1.019 0.04 0.22 0.18 0.130
H -0.920 4.382 0.738 0.23 0.28 0.04 0.000
H -2.812 4.106 -0.158 -0.08 0.03 -0.08 -0.030
H -3.198 5.777 0.293 -0.08 0.01 0.02 0.000
H -4.262 5.053 2.168 0.04 0.03 -0.03 -0.001
H -5.672 0.943 0.487 -0.01 -0.03 0.00 0.045
H -4.390 -1.058 -0.381 0.00 0.03 0.00 -0.002
H -1.929 -1.070 -0.304 0.03 0.03 -0.03 0.029
H -1.886 2.726 1.445 -0.07 -0.09 0.10 0.014
C -1.235 -1.433 -4.290 0.00 0.01 -0.02 -0.001
C -0.669 -0.421 -3.292 -0.01 -0.02 0.04 0.028
C -1.495 0.868 -3.299 -0.01 0.04 -0.01 -0.002
C 0.796 -0.130 -3.549 0.02 -0.04 -0.02 -0.013
C 1.159 0.416 -4.775 0.01 0.00 0.00 -0.001
C 2.477 0.721 -5.056 -0.01 0.00 0.00 0.001
C 3.442 0.514 -4.087 0.02 0.03 0.02 -0.001
C 3.128 -0.008 -2.835 0.02 0.03 -0.04 0.006
C 4.276 -0.079 -1.834 0.02 0.02 0.04 0.002
C 5.076 -1.381 -1.952 0.00 -0.02 0.01 0.000
C 3.933 0.233 -0.376 0.03 0.02 0.05 -0.011
C 1.796 -0.365 -2.593 -0.07 0.01 0.02 -0.002
N 1.435 -0.961 -1.347 -0.07 0.00 0.05 0.011
B 0.689 -0.421 -0.251 0.22 -0.46 -0.03 -0.682
N 0.685 -1.458 0.749 -0.07 0.00 -0.13 -0.002
C 1.394 -2.549 0.228 0.05 0.09 0.13 -0.012
C 1.838 -2.251 -1.005 -0.06 -0.02 -0.11 -0.005
C 0.031 -1.525 2.018 -0.04 0.03 0.03 0.040
C 0.349 -0.582 3.012 0.09 -0.03 0.08 -0.027
C -0.287 -0.677 4.242 0.02 -0.03 0.03 0.009
C -1.202 -1.684 4.506 0.01 0.02 -0.01 -0.003
C -1.520 -2.587 3.514 -0.01 -0.01 -0.01 0.006
C -0.935 -2.514 2.251 -0.06 0.04 0.00 -0.038
C -1.427 -3.482 1.186 0.03 -0.02 -0.01 0.026
C -2.951 -3.434 1.048 -0.04 0.00 0.01 0.003
C -0.985 -4.919 1.477 0.02 0.01 0.01 -0.001
C 1.401 0.494 2.803 -0.09 0.01 -0.25 0.051
C 2.809 -0.072 2.988 -0.04 -0.04 0.08 0.001
C 1.199 1.747 3.647 0.04 -0.04 0.05 -0.004
H -2.261 -1.693 -4.020 0.00 0.01 -0.01 0.002
H -0.640 -2.348 -4.305 0.00 0.00 0.01 0.000
H -1.249 -1.023 -5.303 0.01 -0.01 0.00 0.000
H -0.761 -0.865 -2.303 0.03 -0.02 0.06 -0.048
H -1.548 1.290 -4.306 -0.01 -0.01 0.00 0.001
H -1.054 1.639 -2.662 0.01 -0.04 0.04 0.026
H -2.511 0.673 -2.951 0.00 0.01 0.00 0.005
H 0.391 0.611 -5.514 0.01 0.00 0.00 0.000
H 2.749 1.151 -6.012 0.00 -0.01 0.00 0.000
H 4.469 0.802 -4.284 0.00 0.00 0.00 0.000
H 4.948 0.720 -2.158 -0.01 0.00 -0.02 0.000
H 4.533 -2.221 -1.517 -0.02 0.01 -0.01 0.000
H 6.021 -1.289 -1.413 -0.01 0.00 0.01 0.000
H 5.298 -1.619 -2.994 0.01 0.01 -0.01 0.000
H 3.507 -0.630 0.136 0.02 -0.01 -0.01 0.002
H 3.238 1.068 -0.298 0.13 -0.07 0.00 0.013
H 4.850 0.507 0.152 0.02 -0.04 0.01 0.000
H 1.547 -3.448 0.798 -0.04 -0.05 0.03 0.000
H 2.401 -2.866 -1.686 0.01 0.01 0.00 0.001
H -0.056 0.044 5.014 -0.01 0.01 0.00 0.001
H -1.678 -1.746 5.476 -0.01 0.00 0.00 0.000
H -2.264 -3.351 3.707 0.00 0.00 0.00 0.000
H -1.004 -3.181 0.227 0.06 0.00 -0.01 0.002
H -3.445 -3.854 1.926 0.01 -0.02 0.00 0.001
H -3.267 -4.022 0.183 0.00 -0.02 -0.01 0.000
H -3.303 -2.411 0.922 0.03 -0.16 0.07 0.012
H -1.444 -5.276 2.402 0.00 0.00 0.00 0.000
H 0.095 -5.005 1.596 0.04 0.02 -0.02 0.000
H -1.295 -5.587 0.670 -0.01 0.01 0.00 0.000
H 1.353 0.815 1.758 0.02 0.05 -0.06 0.026
H 2.956 -0.357 4.033 0.03 -0.01 0.00 0.000
H 3.552 0.681 2.720 0.01 -0.01 0.02 0.000
H 2.968 -0.953 2.366 0.01 -0.01 0.00 0.000
H 1.458 1.566 4.693 -0.01 0.01 0.02 0.000
H 0.165 2.098 3.606 0.02 0.03 -0.03 0.001
H 1.843 2.539 3.265 -0.05 0.01 0.01 0.000

87
Properties=species:S:1:pos:R:3:forces:R:3:lowdin_charge:R:1 method="wB97M-V/def2-TZVPD" homo_ha=-0.17929 charge=0
C 1.497 6.114 -1.220 -0.17 -0.44 -0.39 -0.066
C 0.553 5.074 -0.581 0.02 0.98 0.61 -0.203
N 1.173 3.762 -0.409 -1.08 1.42 -0.06 -0.066
C 1.745 3.491 0.797 0.21 -0.51 0.13 -0.021
C 2.310 2.307 1.080 0.80 -1.29 0.26 -0.143
C 2.946 2.058 2.453 -1.12 0.03 -0.69 -0.127
C 1.934 1.563 3.532 0.75 -0.19 0.10 -0.184
C 1.688 0.050 3.397 -0.34 0.27 0.21 -0.267
C 1.155 -0.606 4.710 0.27 0.56 -0.76 -0.412
S -0.668 -0.748 4.570 -0.76 -0.45 0.13 0.989
C -1.475 0.268 5.761 1.57 0.16 -0.84 -0.690
N -2.362 -0.030 6.628 -0.12 -0.35 0.25 0.059
N -2.655 1.152 7.286 -0.98 -0.09 0.82 0.050
C -1.938 2.062 6.777 0.80 0.35 -0.87 -0.190
O -1.154 1.593 5.764 -0.05 0.18 0.39 0.011
C 2.298 1.271 0.025 0.69 0.27 0.66 -0.097
C 2.838 -0.115 0.149 -0.75 -0.71 0.31 -0.418
O 2.102 -1.069 0.155 0.87 0.46 0.02 0.105
O 4.231 -0.362 0.212 -0.44 1.12 -0.55 -0.032
C 4.770 0.166 -0.968 -0.36 -0.71 0.89 -0.721
Cl 5.427 1.770 -0.830 -0.08 -0.51 0.01 0.766
C 4.728 -0.549 -2.088 0.70 0.87 -0.91 -0.681
C 5.266 -0.008 -3.399 -0.66 -0.32 0.04 -0.112
Cl 4.030 -2.144 -2.175 0.27 0.54 0.20 0.734
C 1.752 1.583 -1.185 -0.38 -0.59 -0.37 -0.011
C 1.178 2.819 -1.440 -0.21 0.02 -0.45 -0.258
S 0.486 3.011 -3.019 2.63 0.64 -1.19 0.730
O 1.329 2.281 -3.930 -0.47 -1.31 0.38 -0.276
O 0.339 4.367 -3.467 -1.43 0.33 1.14 -0.268
C -1.122 2.077 -3.029 0.41 -0.88 -0.03 -0.450
F -1.846 2.430 -1.955 -0.21 0.33 -0.36 0.124
F -0.791 0.765 -2.850 0.07 0.21 -0.02 0.091
C -1.928 2.143 -4.351 -1.01 0.67 0.39 -0.377
F -2.545 3.353 -4.367 0.15 -0.13 0.00 0.143
F -1.178 2.038 -5.446 0.23 -0.20 0.28 0.180
C -3.088 1.093 -4.445 -0.15 0.43 -0.82 -0.543
F -3.834 1.424 -5.512 0.08 -0.01 0.21 0.170
F -2.654 -0.147 -4.654 0.06 0.06 0.46 0.182
F -3.867 1.161 -3.367 0.24 -0.33 0.03 0.185
H 2.237 6.465 -0.490 -0.10 -0.17 -0.24 0.075
H 0.949 6.979 -1.612 0.01 -0.20 0.22 0.081
H 1.987 5.641 -2.080 0.07 0.26 0.24 0.068
H -0.422 5.009 -1.082 0.44 -0.21 -0.19 0.115
H 0.319 5.443 0.430 -0.04 -0.28 -0.21 0.115
H 1.746 4.259 1.569 -0.21 0.11 -0.43 0.146
H 3.696 1.269 2.304 0.19 0.48 0.34 0.108
H 3.395 3.004 2.778 0.16 -0.36 -0.01 0.116
H 2.395 1.780 4.510 -0.13 -0.18 -0.20 0.111
H 0.985 2.117 3.513 0.24 -0.07 -0.16 0.116
H 2.600 -0.454 3.041 -0.12 0.09 0.40 0.113
H 0.946 -0.096 2.598 0.22 -0.13 0.18 0.070
H 1.551 -1.627 4.775 -0.34 0.18 0.21 0.074
H 1.471 -0.035 5.591 -0.21 -0.20 -0.14 0.085
H -1.849 3.114 7.012 -0.16 -0.22 0.10 0.134
H 5.489 1.060 -3.352 0.07 -0.27 0.19 0.051
H 4.457 -0.121 -4.137 0.41 -0.10 -0.01 0.082
H 6.153 -0.569 -3.714 -0.24 0.09 -0.03 0.085
H 1.748 0.844 -1.986 0.01 0.20 0.16 0.134
C -4.496 -3.519 0.082 -0.17 0.26 -0.02 -0.011
C -3.174 -4.304 -0.033 -1.80 0.22 -0.99 -0.477
C -2.784 -4.431 -1.514 0.64 0.26 -0.26 -0.138
C -2.312 -3.136 -2.184 -0.01 0.01 -0.08 -0.161
C -1.664 -2.147 -1.205 -0.51 -0.02 -0.18 -0.133
C -1.100 -2.782 0.075 0.22 1.90 -0.98 -0.470
N -2.181 -3.525 0.742 1.78 -2.47 0.34 -0.070
O -1.835 -4.053 1.830 -0.45 0.67 0.14 0.052
C -0.673 -1.623 0.976 -0.35 0.15 0.53 -0.046
C 0.136 -3.622 -0.257 0.00 -0.74 0.13 0.008
C -3.432 -5.718 0.478 0.40 -0.04 0.67 -0.033
H -4.812 -3.441 1.123 0.10 -0.04 0.02 0.093
H -5.295 -4.016 -0.471 0.10 -0.08 -0.02 0.092
H -4.404 -2.505 -0.312 0.06 -0.02 -0.01 0.081
H -1.992 -5.178 -1.611 -0.03 -0.03 0.18 0.108
H -3.627 -4.836 -2.079 -0.12 -0.02 0.25 0.124
H -1.606 -3.389 -2.978 -0.04 -0.05 0.02 0.114
H -3.152 -2.646 -2.680 0.03 0.03 0.03 0.106
H -0.882 -1.588 -1.720 0.12 -0.07 0.21 0.114
H -2.415 -1.401 -0.927 0.07 -0.01 0.16 0.115
H -1.539 -1.028 1.278 -0.06 -0.13 0.05 0.095
H 0.010 -0.962 0.456 -0.04 -0.14 -0.19 0.062
H -0.164 -1.962 1.878 -0.09 -0.18 -0.05 0.064
H 0.887 -2.995 -0.736 -0.13 0.18 0.06 0.076
H -0.081 -4.451 -0.934 -0.08 0.03 0.02 0.082
H 0.588 -4.039 0.644 -0.12 0.04 0.06 0.096
H -4.209 -6.191 -0.123 0.03 0.20 -0.15 0.093
H -3.778 -5.725 1.511 0.10 0.05 0.00 0.087
H -2.536 -6.337 0.410 0.02 0.06 0.07 0.092

22
Properties=species:S:1:pos:R:3:forces:R:3:lowdin_charge:R:1 method="wB97M-V/def2-TZVPD" smiles="C1OCOCO1.CC(C)=O" homo_ha=-0.35928 de_lowest_kcal_mol=41.5 charge=0
C -0.347 -1.181 1.600 -0.46 -0.80 -0.01 -0.229
O -1.035 -0.041 1.145 0.31 0.00 0.09 -0.056
C -0.106 0.985 0.890 -0.30 0.69 -0.53 -0.230
O 0.655 1.295 2.033 -0.05 -0.27 -0.10 -0.059
C 1.316 0.133 2.474 0.70 0.09 0.59 -0.230
O 0.409 -0.907 2.755 0.00 0.19 -0.26 -0.056
H 0.303 -1.583 0.800 0.04 0.29 0.11 0.138
H -1.093 -1.960 1.851 0.37 0.60 -0.01 0.148
H -0.664 1.892 0.588 0.23 -0.55 0.37 0.148
H 0.558 0.703 0.050 0.00 -0.16 0.27 0.139
H 1.864 0.377 3.404 -0.52 -0.10 -0.47 0.148
H 2.058 -0.196 1.722 -0.30 0.02 -0.07 0.139
C 5.569 3.860 0.888 0.33 -0.28 0.32 -0.035
C 4.857 3.665 -0.430 0.08 -0.70 -0.44 -0.505
C 3.989 4.811 -0.894 -0.32 0.12 -0.42 -0.035
O 4.976 2.640 -1.082 -0.11 0.86 0.56 0.055
H 6.168 2.968 1.138 -0.30 0.38 -0.19 0.085
H 4.839 4.030 1.697 0.25 0.07 -0.31 0.087
H 6.243 4.732 0.833 -0.33 -0.22 0.05 0.087
H 3.191 5.009 -0.158 0.35 0.01 -0.18 0.087
H 4.593 5.726 -1.012 -0.23 -0.29 0.17 0.087
H 3.521 4.572 -1.864 0.26 0.04 0.45 0.085

84
Properties=species:S:1:pos:R:3:forces:R:3:lowdin_charge:R:1 method="wB97M-V/def2-TZVPD" homo_ha=-0.38925 charge=+1
C 3.081 -2.275 2.548 -0.42 -0.11 -0.40 -0.071
C 2.085 -1.198 2.146 0.47 -0.23 -0.13 -0.271
N 1.160 -1.730 1.131 0.02 0.10 0.16 -0.019
C -0.016 -0.907 0.937 -0.05 0.06 0.08 -0.302
N -0.586 -1.348 -0.376 0.40 0.01 0.50 0.190
C -1.352 -2.357 -0.223 -0.04 0.14 -0.33 -0.028
C -1.767 -2.565 1.202 -0.28 0.55 -0.37 -0.811
I -0.877 -4.469 1.692 0.16 -0.17 0.03 1.089
O -3.140 -2.623 1.122 0.07 -0.18 0.03 -0.153
C -3.889 -2.813 2.340 -0.24 -0.29 0.05 -0.217
C -4.271 -4.269 2.587 0.45 0.04 0.09 -0.088
C -1.201 -1.260 1.850 -0.39 -0.78 0.02 -0.363
P -0.947 -0.821 3.619 1.19 1.11 0.12 0.935
C -2.509 -0.192 4.299 -0.36 -0.60 0.10 -0.279
C -0.349 -2.206 4.658 -0.37 -0.11 0.09 -0.270
H 2.543 -3.208 2.704 0.00 -0.08 0.23 0.065
H 3.782 -2.456 1.737 0.21 0.01 0.01 0.076
H 3.620 -2.002 3.446 0.16 0.05 0.10 0.079
H 2.630 -0.340 1.743 -0.06 0.27 0.11 0.113
H 1.522 -0.862 3.007 -0.16 0.08 0.08 0.053
H 1.671 -1.795 0.259 0.03 -0.11 -0.09 0.127
H 0.197 0.163 0.971 -0.20 0.20 -0.27 0.144
H -0.282 -0.979 -1.269 0.11 -0.15 -0.20 0.181
H -1.709 -2.931 -1.066 -0.27 -0.05 -0.02 0.159
H -3.329 -2.411 3.173 0.12 0.09 0.08 0.075
H -4.785 -2.218 2.204 -0.03 0.19 -0.07 0.131
H -4.119 -4.851 1.683 -0.23 -0.06 -0.16 0.068
H -5.301 -4.345 2.912 -0.19 -0.03 -0.04 0.080
H -3.641 -4.715 3.352 0.01 -0.07 0.07 0.054
H -1.966 -0.536 1.549 -0.12 0.15 0.13 0.134
H -3.329 -0.895 4.426 -0.09 -0.02 0.02 0.027
H -2.849 0.651 3.707 0.01 0.11 -0.14 0.048
H -2.253 0.190 5.285 0.06 0.08 0.10 0.047
H 0.578 -1.883 5.122 0.12 0.04 0.01 0.033
H -0.157 -3.129 4.125 -0.04 -0.08 -0.08 -0.040
H -1.056 -2.402 5.461 -0.13 -0.14 0.01 0.045
C 4.173 5.998 1.070 0.06 -0.03 -0.03 -0.111
O 4.483 4.751 1.662 -0.14 0.03 -0.04 -0.197
C 4.507 4.757 3.083 0.15 -0.04 0.05 -0.215
C 3.369 3.940 3.650 -0.12 0.01 -0.06 -0.217
N 2.082 4.575 3.405 0.04 -0.15 -0.09 -0.046
C 0.920 3.752 3.714 0.02 0.20 -0.07 -0.194
C 0.734 2.445 2.956 -0.06 -0.02 0.04 -0.241
O 0.426 2.589 1.573 0.07 -0.13 -0.07 -0.204
C 1.538 2.818 0.723 -0.11 -0.01 -0.04 -0.101
H 4.359 5.902 0.002 0.00 -0.02 -0.01 0.089
H 3.125 6.282 1.218 0.02 0.03 0.05 0.080
H 4.809 6.794 1.465 -0.01 0.03 0.00 0.090
H 4.479 5.781 3.466 -0.07 0.01 0.01 0.125
H 5.451 4.304 3.398 0.02 0.03 -0.01 0.124
H 3.511 3.835 4.730 -0.01 -0.02 0.01 0.126
H 3.439 2.936 3.207 0.05 -0.02 0.06 0.102
H 2.034 4.871 2.440 0.01 0.05 0.00 0.072
H 0.031 4.363 3.541 -0.02 -0.01 0.04 0.123
H 0.941 3.518 4.783 0.01 -0.04 0.01 0.122
H -0.124 1.928 3.384 0.01 0.01 0.04 0.074
H 1.592 1.770 3.071 0.05 0.07 0.00 0.098
H 2.434 2.304 1.082 0.02 0.04 0.02 0.083
H 1.761 3.881 0.614 0.07 0.00 0.03 0.078
H 1.281 2.435 -0.267 -0.01 0.00 0.01 0.083
C 1.587 -1.765 -5.655 -0.01 -0.03 -0.03 -0.106
O 0.443 -2.582 -5.802 0.03 0.17 0.00 -0.179
C -0.397 -2.662 -4.669 -0.04 -0.34 0.09 -0.238
C -1.706 -1.933 -4.864 0.05 0.18 -0.06 -0.223
N -1.506 -0.491 -4.860 0.03 -0.03 0.02 -0.057
C -2.678 0.299 -5.239 0.07 0.06 0.12 -0.199
C -3.255 0.114 -6.637 -0.15 0.00 -0.03 -0.229
O -2.427 0.590 -7.674 0.10 0.00 0.02 -0.172
C -1.437 -0.307 -8.137 -0.01 0.08 -0.07 -0.095
H 2.217 -1.936 -6.525 -0.01 -0.01 -0.02 0.094
H 1.338 -0.699 -5.611 0.01 0.00 0.05 0.078
H 2.153 -2.035 -4.757 0.01 0.01 0.01 0.086
H 0.119 -2.282 -3.776 0.04 0.05 -0.02 0.103
H -0.606 -3.724 -4.507 -0.01 0.01 0.03 0.124
H -2.379 -2.189 -4.037 -0.06 -0.04 -0.03 0.115
H -2.162 -2.308 -5.788 -0.02 -0.04 0.02 0.112
H -0.743 -0.262 -5.484 0.00 0.01 -0.04 0.070
H -2.406 1.352 -5.134 -0.02 0.01 0.02 0.120
H -3.472 0.102 -4.512 -0.02 -0.03 -0.01 0.115
H -4.166 0.714 -6.686 -0.02 0.00 -0.01 0.125
H -3.551 -0.925 -6.833 0.07 -0.03 0.03 0.114
H -1.781 -1.345 -8.095 0.01 -0.02 0.03 0.090
H -0.502 -0.214 -7.576 -0.01 -0.07 0.02 0.071
H -1.227 -0.053 -9.175 -0.01 0.01 0.00 0.092

Number 1: F_max 2.63 eV/A. Number 2: F_max 3.06 eV/A. Number 3: F_max 1.03 eV/A. Number 4: F_max 1.63 eV/A.